This record from OMol25 describes 2 unconnected molecules or ions with the total composition C16H29BFN3O14P in a non-equilibrium geometry. The level of theory is the ωB97M-V functional and the def2-TZVPD basis.

Calculated values
Kohn-Sham gap: 7.745 eV
E_HOMO: -0.4261 hartree
LUMO: -3.849 eV

ORCA input file:
```
! RIJCOSX wB97M-V def2-TZVPD def2/J DEFGRID3
* xyz 1 1
C 1.93701 3.94673 -2.48528
O 0.49811 4.18152 -2.77722
C 0.01690 3.27724 -3.84355
C -1.40238 2.49421 -3.43572
C -1.19446 1.31857 -2.31095
C -0.24108 0.07118 -2.78994
C -0.52278 -1.33709 -1.93225
N 0.28171 -1.41339 -0.64372
F 0.53090 -0.16689 -0.10284
C -0.27829 -2.14719 0.55400
C -1.86230 -2.01032 0.95040
C -2.48334 -0.49784 0.83106
O -3.63390 -0.31976 0.12815
O -1.89481 0.72908 1.41505
C -1.93282 0.70690 2.88674
C -3.35450 0.84914 3.69822
O -0.75191 0.60056 3.54374
C 0.24375 -3.70428 0.23748
N -0.64310 -4.57511 -0.64289
C 0.12305 -4.91597 -1.74128
O 0.50284 -5.30779 -2.98307
O 1.55308 -3.34668 -0.35512
C 1.73127 -1.92245 -0.79275
C 2.83747 -1.40753 0.33489
P 3.78468 0.17504 -0.17345
O 3.62630 1.33323 0.93728
O 3.21412 0.89984 -1.67430
O 5.53855 -0.07606 -0.30499
O 2.20787 -1.92610 -2.18405
B 3.38239 -2.79750 -2.37804
O 3.37400 -4.25502 -2.61171
O 4.71614 -2.12740 -2.39187
H 1.96730 3.20091 -1.57583
H 2.48410 4.92681 -2.12974
H 2.54309 3.54374 -3.41779
H 0.80542 2.47948 -4.19410
H -0.28178 3.97812 -4.75835
H -2.06804 3.34040 -2.92262
H -1.98305 2.13320 -4.39625
H -0.64679 1.81273 -1.37469
H -2.18682 0.84997 -1.89374
H 0.91792 0.32737 -2.81287
H -0.53145 -0.18014 -3.91598
H -1.70269 -1.33418 -1.74997
H -0.33719 -2.28333 -2.63587
H 0.26592 -1.85265 1.56665
H -1.96848 -2.35914 2.08687
H -2.54705 -2.76513 0.33545
H -4.26666 0.46242 3.07314
H -3.55137 1.99760 3.91771
H -3.23288 0.25488 4.70502
H 0.26936 -4.23675 1.30235
H 3.67030 -2.23090 0.56346
H 2.33743 -1.19110 1.39688
H 3.52001 0.35738 -2.47117
H 5.75180 0.21965 -1.25154
H 3.90877 -4.65056 -1.84091
H 5.32879 -2.81245 -1.97706
C -3.77145 2.72961 7.64252
N -4.41260 2.91317 6.31252
O -4.76343 1.89329 5.70764
O -4.54550 4.07587 5.91325
H -3.71974 1.66177 7.86535
H -2.76991 3.16109 7.58786
H -4.38782 3.24799 8.37981
*
```

Listed below, in e, are the Löwdin charges computed for each atom: C -0.1091; O -0.2473; C -0.2117; C -0.1581; C -0.1940; C -0.1408; C -0.0325; N -0.0699; F 0.0764; C -0.1079; C -0.0058; C -0.2317; O 0.0118; O -0.0141; C -0.2529; C -0.0059; O -0.0117; C -0.2050; N 0.1335; C -0.0219; O 0.0656; O -0.0823; C -0.2895; C -0.0742; P 0.7679; O -0.3622; O -0.2209; O -0.2103; O 0.0955; B -0.4968; O 0.0921; O 0.0733; H 0.0867; H 0.1074; H 0.1003; H 0.1142; H 0.1389; H 0.1336; H 0.1226; H 0.1289; H 0.1058; H 0.1082; H 0.1443; H 0.1613; H 0.1703; H 0.1886; H 0.1680; H 0.1552; H 0.1092; H 0.1093; H 0.1106; H 0.1963; H 0.1557; H 0.1433; H 0.0889; H 0.0902; H 0.1473; H 0.1379; C 0.0476; N -0.4078; O -0.0020; O 0.0703; H 0.0976; H 0.1056; H 0.1063

---

This record from OMol25 describes 3 unconnected molecules or ions with the total composition C16H29BO3 in a non-equilibrium geometry. The level of theory is the ωB97M-V functional and the def2-TZVPD basis.

Calculated values
Kohn-Sham gap: 9.597 eV
E_HOMO: -0.3466 hartree
SMILES: BCC(=O)c1ccccc1.CCOCC.CCOCC
LUMO: 0.167 eV

ORCA input file:
```
! RIJCOSX wB97M-V def2-TZVPD def2/J DEFGRID3
* xyz 0 1
B 0.56066 0.35705 -3.99657
C -0.27744 1.57857 -4.54624
C -1.36625 1.13507 -5.50495
O -1.18609 0.97557 -6.69832
C -2.72142 0.90678 -4.85325
C -3.48692 2.00611 -4.58833
C -4.69667 1.83164 -3.96949
C -5.08595 0.56353 -3.65655
C -4.32098 -0.52773 -3.91184
C -3.10985 -0.35991 -4.53068
H 0.43492 -0.70513 -4.51971
H 1.25689 0.52221 -3.04788
H 0.35018 2.36615 -4.97220
H -0.76378 2.01951 -3.66654
H -3.11649 2.98297 -4.86880
H -5.28168 2.71281 -3.75031
H -6.04836 0.42144 -3.17777
H -4.61966 -1.52916 -3.63881
H -2.46039 -1.19029 -4.76656
C 0.10506 2.99894 0.21751
C 0.24179 1.57404 0.72808
O 1.33022 0.86794 0.16461
C 2.61770 1.40656 0.40129
C 2.99028 1.48092 1.87223
H 0.06586 3.01192 -0.87314
H -0.80509 3.45495 0.60863
H 0.94721 3.62155 0.52382
H -0.65095 1.01039 0.45401
H 0.29928 1.55758 1.82242
H 2.71500 2.38936 -0.07436
H 3.31595 0.74387 -0.11101
H 2.36009 2.18875 2.41336
H 4.02557 1.80396 1.98558
H 2.87174 0.50542 2.34688
C 3.13078 -3.67186 3.92436
C 2.73436 -3.04344 5.25004
O 1.95084 -1.87262 5.11578
C 0.70711 -2.02834 4.45843
C -0.23979 -2.99100 5.15546
H 3.62175 -2.93700 3.28461
H 3.81292 -4.50621 4.09086
H 2.26448 -4.05374 3.38174
H 3.63471 -2.73753 5.78364
H 2.22505 -3.77388 5.88872
H 0.86228 -2.32222 3.41411
H 0.25314 -1.03691 4.43633
H 0.13857 -4.01443 5.13998
H -1.21179 -2.98882 4.66116
H -0.37484 -2.70527 6.19966
*
```

Listed below, in e, are the Löwdin charges computed for each atom: B 0.0652; C -0.1248; C -0.3905; O 0.0989; C -0.1872; C -0.0392; C -0.0770; C -0.1050; C -0.0799; C -0.0267; H 0.0387; H 0.0257; H 0.1201; H 0.1023; H 0.1271; H 0.1094; H 0.1088; H 0.1104; H 0.1250; C -0.0757; C -0.2827; O -0.1703; C -0.2835; C -0.0747; H 0.0729; H 0.0773; H 0.0673; H 0.1173; H 0.1060; H 0.1072; H 0.1178; H 0.0669; H 0.0774; H 0.0771; C -0.0798; C -0.2836; O -0.1631; C -0.2864; C -0.0806; H 0.0794; H 0.0762; H 0.0659; H 0.1174; H 0.1067; H 0.1070; H 0.1155; H 0.0656; H 0.0763; H 0.0820

---

This record from OMol25 describes a molecular structure, C16H29CdN3O3S in a non-equilibrium geometry. The level of theory is the ωB97M-V functional and the def2-TZVPD basis.

Calculated values
Kohn-Sham gap: 1.464 eV
E_HOMO: -0.5023 hartree
LUMO: -12.205 eV

ORCA input file:
```
! RIJCOSX wB97M-V def2-TZVPD def2/J DEFGRID3
* xyz 2 1
C -3.96594 1.02251 2.68070
C -3.62748 2.15893 1.61872
C -3.82376 1.65553 0.14105
C -2.80274 0.48500 -0.14083
C -2.88014 -0.04953 -1.61266
C -1.84715 0.59296 -2.59749
C -0.39702 -0.01719 -2.51966
C 0.43830 0.79244 -1.44392
C 1.94035 0.98518 -1.81451
C 2.72863 -0.34641 -2.08122
C 3.25584 -1.05798 -0.79684
C 2.09720 -1.64156 0.11274
C 2.79731 -2.63889 1.13306
S 2.87200 -1.89783 2.83926
C 2.75648 -3.33100 3.88671
N 3.64472 -3.92124 4.70297
N 2.97015 -4.97952 5.18195
C 1.74841 -5.02750 4.66669
O 1.54960 -3.97178 3.81823
O 1.95261 1.68892 -3.09508
C 1.79413 3.04114 -2.93040
N 2.65315 3.83111 -2.09760
O 0.89023 3.56600 -3.51877
H -3.06687 0.38315 2.81127
H -4.18648 1.51719 3.70264
H -4.82546 0.44038 2.28561
H -4.24537 3.08363 1.84265
H -2.55704 2.45014 1.71814
H -3.61851 2.47514 -0.58051
H -4.88661 1.35287 0.01008
H -1.79519 0.89943 0.10909
H -3.07675 -0.33449 0.57259
H -3.89319 0.24008 -1.99780
H -2.86580 -1.16403 -1.65505
H -1.83732 1.70439 -2.49580
H -2.22263 0.36448 -3.62606
H 0.12364 0.05487 -3.49613
H -0.48209 -1.05687 -2.13244
H -0.00105 1.82208 -1.36479
H 0.26019 0.31283 -0.45677
H 2.49486 1.58736 -1.05654
H 2.17016 -1.05920 -2.72653
H 3.62378 -0.03434 -2.67657
H 3.84356 -1.95344 -1.11643
H 3.89743 -0.42570 -0.14539
H 1.38544 -2.25487 -0.48598
H 1.59159 -0.85362 0.70732
H 2.22405 -3.58707 1.18162
H 3.86710 -2.79603 0.85043
H 0.92162 -5.73575 4.80973
H 3.47978 4.04157 -2.66830
H 2.15449 4.71991 -2.00202
Cd -5.22222 2.86663 3.94882
*
```

Listed below, in e, are the Löwdin charges computed for each atom: C -0.1588; C -0.2927; C -0.1954; C -0.1930; C -0.1871; C -0.1888; C -0.1542; C -0.1434; C -0.2854; C -0.1230; C -0.1829; C -0.2366; C -0.3918; S 1.0832; C -0.6091; N 0.1016; N 0.0682; C -0.0739; O 0.0130; O 0.0052; C -0.5641; N 0.1462; O 0.1391; H 0.1078; H -0.0796; H 0.1013; H 0.0397; H 0.1207; H 0.1272; H 0.1208; H 0.0999; H 0.1062; H 0.1149; H 0.1183; H 0.1157; H 0.1209; H 0.1202; H 0.1080; H 0.1119; H 0.0862; H 0.1466; H 0.1256; H 0.1326; H 0.1214; H 0.1256; H 0.1212; H 0.0783; H 0.0931; H 0.0967; H 0.1569; H 0.1162; H 0.1056; Cd 1.3641

---

This record from OMol25 describes a molecular structure, C16H29ClO9Si2 in a non-equilibrium geometry. The level of theory is the ωB97M-V functional and the def2-TZVPD basis.

Calculated values
Kohn-Sham gap: 10.593 eV
E_HOMO: -0.3718 hartree
LUMO: 0.477 eV

ORCA input file:
```
! RIJCOSX wB97M-V def2-TZVPD def2/J DEFGRID3
* xyz 0 1
C 0.56901 -1.89350 1.22961
C -0.56765 -2.87121 1.45030
O -0.77083 -3.37385 2.48554
O -1.33045 -3.08287 0.35913
C -2.67285 -3.48422 0.66685
C -3.51197 -2.45046 1.45517
C -4.53464 -1.67130 0.57242
C -4.09586 -0.22856 0.19983
C -2.63543 -0.09710 -0.30371
Si -2.34182 -0.72852 -2.05517
O -0.65426 -0.92877 -2.24081
Si 0.03705 -0.09799 -3.53274
C 1.34218 1.09210 -2.80418
C 1.38470 1.07438 -1.26399
C 0.43377 2.08140 -0.65658
O -0.13017 2.90248 -1.26617
O 0.26876 1.98333 0.70353
C 0.92208 -1.17598 -4.82450
C 0.61595 -2.67555 -4.86255
O 1.32038 -3.37549 -5.43702
Cl -0.81888 -3.41201 -4.10371
H 0.89781 -1.99657 0.18718
H 0.20416 -0.86237 1.31642
H 1.39356 -2.07286 1.91680
H -3.16820 -3.61385 -0.30207
H -2.68157 -4.47621 1.12987
H -2.91464 -1.72006 2.01038
H -4.10685 -3.02017 2.17882
H -5.43748 -1.55887 1.18837
H -4.82196 -2.23902 -0.31976
H -4.75274 0.14242 -0.60230
H -4.24301 0.45027 1.04914
H -1.90843 -0.58073 0.35713
H -2.37356 0.97664 -0.30024
H -2.91038 0.16723 -3.07488
H -2.97930 -2.05594 -2.17987
H -0.97175 0.75097 -4.18053
H 1.17712 2.08781 -3.22932
H 2.33902 0.77668 -3.14671
H 2.42444 1.30430 -0.94875
H 1.14942 0.10202 -0.82300
H -0.67397 2.17466 0.83617
H 2.00816 -1.08080 -4.72746
H 0.69219 -0.79975 -5.83197
C 3.10430 2.88974 4.75391
C 4.07656 2.92537 3.59932
C 3.84481 4.05597 2.63114
O 4.37793 3.52164 1.41491
C 4.25634 2.16991 1.48871
O 4.42071 1.42719 0.57523
O 3.92047 1.78167 2.74739
H 3.37488 2.09929 5.45468
H 3.10114 3.83949 5.28999
H 2.09362 2.67190 4.40535
H 5.10504 2.92744 3.97251
H 4.36678 4.96743 2.91592
H 2.78635 4.28087 2.47626
*
```

Listed below, in e, are the Löwdin charges computed for each atom: C 0.0342; C -0.5799; O 0.1446; O -0.0279; C -0.1630; C -0.1524; C -0.2035; C -0.2492; C -0.2909; Si 0.5513; O -0.4117; Si 0.5243; C -0.2301; C -0.1413; C -0.5500; O 0.1427; O 0.0697; C -0.2001; C -0.8614; O 0.0697; Cl 0.6723; H 0.0825; H 0.0765; H 0.0920; H 0.1058; H 0.1238; H 0.1156; H 0.1130; H 0.1031; H 0.0981; H 0.1014; H 0.1051; H 0.0505; H 0.0661; H -0.0223; H -0.0194; H 0.0019; H 0.0786; H 0.0748; H 0.1177; H 0.0889; H 0.1076; H 0.0863; H 0.0955; C -0.0210; C -0.3367; C -0.0984; O 0.0657; C -0.5514; O 0.1561; O 0.0865; H 0.0868; H 0.0909; H 0.0914; H 0.1593; H 0.1395; H 0.1407

---

This record from OMol25 describes a molecular structure, C16H29FeN4Te in a non-equilibrium geometry. The level of theory is the ωB97M-V functional and the def2-TZVPD basis.

Calculated values
Kohn-Sham gap (spin up / spin down): 7.613 / 7.771 eV
expectation value of S²: 6.012
E_HOMO (spin up / spin down): -0.3723 / -0.3798 hartree
LUMO (spin up / spin down): -2.517 / -2.563 eV

ORCA input file:
```
! RIJCOSX wB97M-V def2-TZVPD def2/J DEFGRID3
* xyz 1 5
Fe -0.17350 -0.19292 -0.55046
C -1.17354 -0.11740 2.83946
C -2.25627 0.34652 1.86491
N -2.01234 -0.14069 0.50336
C -2.80273 -1.35483 0.25940
C -2.35994 -1.93932 -1.05032
N -0.89009 -2.06013 -1.08443
C -0.39767 -2.52174 -2.38813
C 1.06838 -2.80180 -2.41174
C 1.90634 -1.54609 -2.47422
N 1.89014 -0.60389 -1.34093
C 2.68824 -1.07474 -0.19723
C 2.24806 -0.50372 1.12188
N 0.82822 -0.61503 1.40419
C 0.33733 0.21610 2.54866
H -1.18904 -1.18914 2.72193
H -1.46298 0.13756 3.82950
H -2.30434 1.44088 1.79545
H -3.24863 0.09256 2.25525
H -2.38465 0.55850 -0.10565
H -3.84990 -1.15609 0.25446
H -2.63607 -1.98068 1.16146
H -2.65621 -1.32439 -1.91266
H -2.87163 -2.91236 -1.21948
H -0.72190 -2.80746 -0.33815
H -0.57729 -1.67470 -3.10748
H -1.01640 -3.37984 -2.75547
H 1.33413 -3.32087 -3.38683
H 1.33267 -3.53405 -1.67930
H 1.50438 -0.94136 -3.31168
H 2.97501 -1.76811 -2.75669
H 2.15633 0.29543 -1.77947
H 3.75287 -0.76416 -0.16770
H 2.55128 -2.15662 -0.10051
H 2.37324 0.55076 1.23182
H 2.83163 -0.85612 2.02550
H 0.62978 -1.56448 1.66411
H 0.47618 1.24282 2.21430
H 0.94391 0.06083 3.38674
Te -0.80302 1.47539 -2.41539
C -0.12044 2.64222 -0.80728
C -1.01747 3.23392 0.03103
C -0.59898 3.99135 1.12571
C 0.71177 4.37859 1.19669
C 1.62321 3.90503 0.24932
C 1.23107 3.00105 -0.73736
H -2.06624 3.05115 -0.05670
H -1.40958 4.28829 1.74873
H 1.04001 5.01062 1.98279
H 2.66796 4.11648 0.28264
H 1.89872 2.76670 -1.56407
*
```

Listed below, in e, are the Löwdin charges computed for each atom: Fe 0.4436; C -0.1178; C -0.1932; N -0.1398; C -0.1791; C -0.2108; N -0.1530; C -0.2333; C -0.1856; C -0.2295; N -0.1215; C -0.1725; C -0.2226; N -0.1275; C -0.1343; H 0.0935; H 0.1094; H 0.1129; H 0.1296; H 0.0464; H 0.1237; H 0.1354; H 0.1158; H 0.1397; H 0.1683; H 0.1118; H 0.1407; H 0.1515; H 0.1021; H 0.1097; H 0.1420; H 0.1065; H 0.1410; H 0.1262; H 0.1053; H 0.1522; H 0.1118; H 0.1139; H 0.1020; Te 0.9024; C -0.7087; C -0.1918; C -0.0813; C -0.0766; C -0.0706; C -0.1653; H 0.0844; H 0.1038; H 0.0989; H 0.0992; H 0.0908

---

This record from OMol25 describes a gas-phase ion, C16H29N2O4 (charge +1). The level of theory is the ωB97M-V functional and the def2-TZVPD basis.

Calculated values
energy above the lowest of the compared OMol25 structures with the same formula, charge and spin: 0.0 kcal per mole
Kohn-Sham gap: 10.788 eV
E_HOMO: -0.4878 hartree
SMILES: CCOC(=O)C1=C[C@H](OC(CC)CC)[C@H](NC(C)=O)[C@H]([NH3+])C1
LUMO: -2.485 eV

ORCA input file:
```
! RIJCOSX wB97M-V def2-TZVPD def2/J DEFGRID3
* xyz 1 1
C 6.15765 0.22649 0.60389
C 5.35352 0.14835 -0.68356
O 3.99265 0.55976 -0.47578
C 3.15260 -0.34939 0.00587
O 3.42264 -1.49767 0.24117
C 1.78129 0.22127 0.21007
C 0.85113 -0.56454 0.74732
C -0.56607 -0.13193 1.00625
O -1.47247 -0.60862 0.02191
C -1.58439 -2.03067 -0.17402
C -2.64976 -2.21797 -1.25804
C -2.37965 -1.41736 -2.52862
C -1.94730 -2.77410 1.11564
C -2.07451 -4.28053 0.91723
C -0.65139 1.41557 0.99765
N -2.02192 1.87064 1.20042
C -3.02485 2.07496 0.32910
C -4.35199 2.35469 0.96490
O -2.89698 2.07936 -0.89613
C 0.05257 1.97902 -0.24608
N -0.54888 1.38948 -1.45891
C 1.54443 1.65422 -0.16634
H 6.12191 1.23260 1.01462
H 7.19113 -0.03293 0.39668
H 5.76266 -0.47273 1.33681
H 5.74022 0.83806 -1.43552
H 5.35483 -0.87409 -1.07256
H 1.11487 -1.58136 0.99971
H -0.87482 -0.48831 1.99970
H -0.61860 -2.40592 -0.54633
H -2.68088 -3.27703 -1.50684
H -3.62040 -1.93114 -0.85215
H -3.03598 -1.76488 -3.32139
H -1.35214 -1.55368 -2.86162
H -2.58033 -0.36082 -2.37247
H -2.88513 -2.37032 1.50405
H -1.16747 -2.60144 1.86068
H -2.94757 -4.53305 0.32356
H -2.17429 -4.76752 1.88348
H -1.18939 -4.67758 0.42595
H -0.08570 1.77028 1.86562
H -2.30046 1.85965 2.17145
H -5.06317 2.64688 0.19732
H -4.27272 3.14829 1.70416
H -4.72046 1.45728 1.45899
H -0.09359 3.06366 -0.29081
H -0.09028 1.68834 -2.31828
H -0.57337 0.36086 -1.37149
H -1.63048 1.69545 -1.39794
H 2.03250 1.86914 -1.11900
H 2.02833 2.29445 0.57512
*
```

Listed below, in e, are the Löwdin charges computed for each atom: C -0.0528; C -0.1927; O -0.0031; C -0.4587; O 0.1351; C -0.0945; C 0.0662; C -0.2509; O -0.1175; C -0.3371; C -0.1793; C -0.0805; C -0.1984; C -0.0836; C -0.1624; N 0.1377; C -0.4602; C 0.0302; O 0.0644; C -0.2238; N 0.1933; C -0.0697; H 0.0807; H 0.0846; H 0.0787; H 0.1275; H 0.1261; H 0.1347; H 0.1552; H 0.1555; H 0.1141; H 0.1272; H 0.0820; H 0.0814; H 0.0556; H 0.1251; H 0.1044; H 0.0729; H 0.0796; H 0.0852; H 0.1761; H 0.1585; H 0.0978; H 0.0970; H 0.0995; H 0.1707; H 0.1720; H 0.1281; H 0.0883; H 0.1332; H 0.1467

---

| no. | calculated total energy (hartree) |
| --- | --- |
| 1 | -2310.05688 |
| 2 | -877.53582 |
| 3 | -1582.08356 |
| 4 | -2343.53019 |
| 5 | -2377.60844 |
| 6 | -1037.36357 |